ORCA calculation (ωB97M-V with the def2-TZVPD basis set) on 7 unconnected molecules or ions with the total composition C28H77N7O7 at a distorted geometry.

## Properties
2S+1: 1
LUMO: 0.55 eV
orbital gap: 9.21 eV
structure (SMILES): COC[C@H](C)N.COC[C@H](C)N.COC[C@H](C)N.COC[C@H](C)N.COC[C@H](C)N.COC[C@H](C)N.COC[C@H](C)N
DFT total energy: -55042.764 eV
energy above the lowest of the compared OMol25 structures with the same formula, charge and spin: 54.7 kcal per mole

```
119
Properties=species:S:1:pos:R:3:lowdin_charge:R:1
C -3.29 7.84 1.68 -0.11
O -3.03 7.54 3.04 -0.20
C -1.71 7.02 3.20 -0.20
C -1.62 5.54 2.80 -0.43
C -2.42 4.62 3.79 -0.04
N -0.23 5.14 2.67 0.03
H -2.64 8.62 1.27 0.09
H -4.36 7.98 1.59 0.09
H -3.08 6.96 1.06 0.07
H -0.97 7.60 2.65 0.12
H -1.48 7.08 4.26 0.11
H -2.23 5.40 1.91 0.12
H -1.87 3.69 3.92 0.07
H -3.44 4.39 3.51 0.04
H -2.44 5.05 4.80 0.07
H -0.16 4.19 2.30 0.07
H 0.11 4.97 3.62 0.08
C -6.12 7.65 6.09 -0.11
O -5.23 7.43 7.15 -0.18
C -3.90 7.75 6.73 -0.19
C -2.83 7.31 7.73 -0.43
C -3.23 7.54 9.19 -0.08
N -1.56 7.98 7.45 0.03
H -6.23 6.74 5.49 0.06
H -5.88 8.45 5.39 0.09
H -7.12 7.83 6.49 0.08
H -3.72 7.24 5.78 0.11
H -3.88 8.84 6.66 0.13
H -2.71 6.23 7.58 0.13
H -3.30 8.56 9.56 0.08
H -2.61 6.93 9.86 0.07
H -4.16 7.03 9.46 0.07
H -0.94 7.79 8.23 0.07
H -1.70 8.99 7.51 0.07
C -9.31 1.00 5.63 -0.08
O -8.88 2.34 5.79 -0.21
C -9.68 3.16 6.59 -0.22
C -9.26 4.64 6.63 -0.44
C -9.65 5.31 7.92 -0.07
N -9.83 5.44 5.54 0.04
H -9.92 0.81 4.74 0.08
H -9.97 0.63 6.42 0.09
H -8.37 0.45 5.59 0.09
H -10.76 3.18 6.37 0.14
H -9.68 2.85 7.65 0.12
H -8.17 4.68 6.47 0.13
H -9.26 6.33 7.98 0.07
H -9.22 4.76 8.76 0.08
H -10.74 5.39 7.96 0.09
H -9.69 6.44 5.51 0.06
H -9.69 4.97 4.67 0.04
C -9.95 -0.30 1.69 -0.13
O -10.74 -1.28 2.32 -0.18
C -11.76 -1.86 1.51 -0.20
C -12.72 -0.82 0.96 -0.46
C -13.64 -0.37 2.09 -0.07
N -13.50 -1.35 -0.15 0.03
H -10.35 0.71 1.78 0.08
H -9.67 -0.55 0.66 0.09
H -9.00 -0.17 2.21 0.06
H -11.30 -2.42 0.68 0.13
H -12.20 -2.58 2.19 0.13
H -12.17 0.06 0.64 0.12
H -14.22 0.50 1.77 0.08
H -13.09 -0.09 2.99 0.08
H -14.34 -1.17 2.32 0.08
H -14.36 -0.84 -0.28 0.07
H -13.84 -2.29 0.09 0.07
C -6.05 0.09 2.25 -0.11
O -6.93 1.19 2.40 -0.23
C -6.29 2.32 2.97 -0.19
C -7.11 3.57 2.66 -0.42
C -6.48 4.82 3.28 -0.06
N -8.46 3.46 3.19 0.06
H -5.33 0.30 1.45 0.09
H -6.63 -0.69 1.75 0.08
H -5.61 -0.25 3.19 0.09
H -6.39 2.25 4.06 0.13
H -5.26 2.44 2.62 0.13
H -7.22 3.78 1.59 0.12
H -6.30 4.72 4.35 0.07
H -7.05 5.71 3.03 0.08
H -5.48 4.95 2.85 0.06
H -8.49 3.35 4.21 0.04
H -8.90 2.61 2.86 0.06
C -4.25 1.47 -3.42 -0.13
O -5.27 2.01 -2.64 -0.20
C -6.56 1.96 -3.20 -0.20
C -7.53 2.50 -2.12 -0.45
C -7.65 1.61 -0.92 -0.06
N -8.85 2.79 -2.70 0.05
H -3.39 1.26 -2.78 0.09
H -3.92 2.12 -4.24 0.09
H -4.53 0.47 -3.78 0.09
H -6.55 2.71 -4.00 0.13
H -6.89 0.95 -3.45 0.13
H -7.04 3.44 -1.85 0.13
H -8.40 2.05 -0.25 0.06
H -6.78 1.61 -0.26 0.07
H -7.98 0.60 -1.15 0.08
H -9.34 3.41 -2.04 0.03
H -8.70 3.40 -3.50 0.07
C -10.07 4.56 0.13 -0.12
O -10.71 4.53 -1.12 -0.22
C -12.12 4.54 -1.03 -0.19
C -12.66 4.54 -2.47 -0.43
C -12.50 5.81 -3.32 -0.05
N -14.10 4.28 -2.35 0.02
H -10.51 3.97 0.93 0.08
H -10.07 5.59 0.52 0.09
H -9.00 4.35 0.10 0.07
H -12.48 3.69 -0.45 0.12
H -12.49 5.47 -0.58 0.13
H -12.15 3.73 -3.00 0.13
H -11.46 6.07 -3.52 0.07
H -12.92 6.70 -2.85 0.08
H -13.06 5.60 -4.24 0.07
H -14.56 4.41 -3.25 0.06
H -14.28 3.29 -2.17 0.07
```

---

ORCA calculation (ωB97M-V with the def2-TZVPD basis set) on 9 unconnected molecules or ions with the total composition C28H78F3O34P8 at a distorted geometry.

## Properties
2S+1: 1
LUMO: 1.94 eV
total charge: -1
orbital gap: 5.58 eV
DFT total energy: -182396.174 eV
energy above the lowest of the compared OMol25 structures with the same formula, charge and spin: 40.6 kcal per mole

```
151
Properties=species:S:1:pos:R:3:lowdin_charge:R:1
C -2.00 1.29 0.87 -0.53
O -0.76 0.51 1.06 -0.11
O -2.81 1.08 1.90 -0.15
C -1.67 2.72 0.47 -0.48
F -1.21 2.72 -0.84 0.05
F -2.60 3.68 0.56 0.14
F -0.61 3.22 1.20 0.08
C -0.08 0.25 -0.18 -0.25
C 0.70 -1.04 -0.22 -0.04
H 1.25 -1.41 0.65 0.06
H 0.00 -1.85 -0.47 0.05
H 1.38 -1.05 -1.07 0.06
H 0.65 1.08 -0.07 0.10
H -0.59 0.45 -1.13 0.10
H -2.47 0.84 -0.03 0.12
C 2.17 -3.00 3.33 -0.10
O 0.84 -2.62 3.05 -0.22
P 0.15 -1.47 3.93 0.43
O -1.31 -1.52 4.06 -0.19
O 0.81 -1.61 5.42 -0.25
C 0.49 -2.76 6.17 -0.13
O 0.86 -0.16 3.38 -0.21
C 0.41 1.13 3.72 -0.09
H 2.74 -2.73 2.44 0.09
H 2.17 -4.08 3.54 0.09
H 2.58 -2.46 4.18 0.07
H 1.40 -3.30 6.40 0.09
H -0.15 -3.44 5.58 0.07
H -0.16 -2.63 7.04 0.09
H 1.28 1.61 4.19 0.08
H -0.39 1.17 4.46 0.10
H 0.11 1.74 2.87 0.06
C 2.70 0.01 -4.91 -0.13
O 2.68 0.31 -3.54 -0.22
P 2.81 1.82 -3.01 0.39
O 3.99 2.50 -3.55 -0.24
O 1.41 2.52 -3.27 -0.20
C 0.97 2.92 -4.57 -0.08
O 2.86 1.56 -1.44 -0.21
C 3.31 2.47 -0.44 -0.08
H 3.34 0.71 -5.45 0.09
H 1.74 -0.08 -5.44 0.09
H 3.19 -0.95 -5.07 0.09
H 0.62 3.95 -4.62 0.08
H 0.17 2.26 -4.91 0.09
H 1.76 2.77 -5.31 0.08
H 4.38 2.39 -0.22 0.10
H 2.84 2.14 0.48 0.06
H 3.08 3.50 -0.70 0.10
C -3.41 -3.61 -3.88 -0.12
O -3.12 -2.52 -4.73 -0.20
P -1.58 -2.21 -5.16 0.43
O -1.46 -1.08 -6.09 -0.24
O -1.09 -3.61 -5.77 -0.22
C -0.66 -3.71 -7.11 -0.12
O -0.86 -2.13 -3.72 -0.24
C 0.55 -2.46 -3.59 -0.04
H -2.61 -4.17 -3.40 0.09
H -3.91 -4.37 -4.50 0.09
H -4.21 -3.35 -3.19 0.08
H -1.25 -4.42 -7.69 0.09
H 0.36 -4.10 -7.17 0.09
H -0.79 -2.79 -7.68 0.08
H 0.49 -3.24 -2.84 0.08
H 1.08 -1.58 -3.24 0.06
H 0.96 -2.80 -4.54 0.08
C -4.31 -5.58 -0.04 -0.10
O -2.99 -5.08 -0.17 -0.22
P -2.26 -4.52 1.15 0.39
O -2.89 -3.37 1.81 -0.18
O -0.77 -4.16 0.68 -0.21
C -0.08 -4.86 -0.34 -0.12
O -2.12 -5.77 2.09 -0.22
C -2.13 -5.61 3.52 -0.07
H -4.49 -5.84 1.02 0.08
H -4.43 -6.56 -0.50 0.09
H -5.10 -4.88 -0.27 0.08
H 0.95 -4.50 -0.42 0.09
H -0.51 -4.74 -1.33 0.07
H -0.02 -5.91 -0.04 0.09
H -1.57 -6.43 3.95 0.08
H -3.16 -5.62 3.86 0.09
H -1.68 -4.67 3.83 0.08
C 7.33 0.72 4.19 -0.09
O 5.94 0.73 4.50 -0.22
P 5.07 -0.60 4.39 0.38
O 5.77 -1.84 4.05 -0.22
O 4.34 -0.71 5.82 -0.20
C 3.66 0.38 6.39 -0.12
O 3.84 -0.08 3.53 -0.22
C 3.92 0.36 2.18 -0.09
H 7.89 0.82 5.12 0.09
H 7.55 1.57 3.55 0.06
H 7.66 -0.20 3.72 0.08
H 2.59 0.17 6.55 0.08
H 3.57 1.21 5.68 0.08
H 4.07 0.77 7.32 0.09
H 3.39 1.32 2.13 0.05
H 3.40 -0.28 1.46 0.09
H 4.96 0.52 1.89 0.09
C -5.47 2.57 -4.64 -0.08
O -4.74 3.35 -3.66 -0.22
P -3.29 3.83 -4.13 0.37
O -3.24 4.82 -5.20 -0.24
O -2.72 4.31 -2.72 -0.20
C -1.57 5.09 -2.59 -0.12
O -2.49 2.50 -4.53 -0.21
C -2.42 1.37 -3.66 -0.07
H -5.25 2.86 -5.66 0.09
H -6.53 2.69 -4.40 0.09
H -5.25 1.53 -4.43 0.08
H -0.93 5.11 -3.48 0.07
H -0.88 4.65 -1.87 0.08
H -1.78 6.14 -2.36 0.09
H -3.34 0.92 -3.30 0.08
H -1.76 1.72 -2.87 0.08
H -1.86 0.59 -4.16 0.06
C 2.07 4.37 2.23 -0.10
O 3.40 4.73 1.84 -0.21
P 4.49 4.41 2.98 0.42
O 4.42 3.00 3.42 -0.21
O 5.82 4.89 2.28 -0.21
C 7.01 4.06 2.36 -0.06
O 4.19 5.52 4.10 -0.20
C 4.72 6.81 4.08 -0.12
H 1.68 5.18 2.85 0.10
H 1.95 3.39 2.70 0.07
H 1.41 4.26 1.37 0.07
H 6.80 3.20 2.99 0.04
H 7.71 4.73 2.87 0.09
H 7.44 3.79 1.40 0.09
H 4.01 7.59 4.38 0.09
H 5.05 7.13 3.08 0.09
H 5.55 6.90 4.78 0.09
C -7.94 -2.21 -0.73 -0.14
O -6.66 -2.41 -1.23 -0.22
P -5.35 -1.68 -0.59 0.40
O -5.44 -1.64 0.88 -0.20
O -4.17 -2.46 -1.25 -0.24
C -2.86 -1.86 -1.14 -0.07
O -5.25 -0.23 -1.27 -0.22
C -6.05 0.86 -0.80 -0.09
H -8.36 -3.09 -0.24 0.09
H -8.63 -2.07 -1.57 0.08
H -8.06 -1.31 -0.13 0.08
H -2.61 -1.76 -0.07 0.09
H -2.73 -0.91 -1.64 0.08
H -2.20 -2.65 -1.49 0.07
H -6.97 0.64 -0.26 0.08
H -6.38 1.36 -1.71 0.07
H -5.47 1.59 -0.24 0.10
```

---

ORCA calculation (ωB97M-V with the def2-TZVPD basis set) on a molecular structure, C28H78MgN5O9 at a distorted geometry.

## Properties
2S+1: 1
LUMO: -4.95 eV
total charge: +1
orbital gap: 5.56 eV
DFT total energy: -61612.311 eV
energy above the lowest of the compared OMol25 structures with the same formula, charge and spin: 75.4 kcal per mole

```
121
Properties=species:S:1:pos:R:3:lowdin_charge:R:1
Mg -2.14 2.42 -0.73 1.18
C 1.49 1.05 -0.19 -0.09
C 0.33 0.19 -0.63 -0.38
O -0.87 0.91 -0.52 -0.40
H 1.30 1.67 0.69 0.06
H 1.81 1.74 -0.97 0.05
H 2.37 0.46 0.05 0.07
H 0.33 -0.65 0.06 0.10
H 0.51 -0.20 -1.63 0.10
C 4.02 1.30 -2.83 -0.07
C 5.28 0.36 -2.66 -0.28
O 6.46 1.17 -2.64 -0.09
H 3.10 0.74 -3.01 0.05
H 4.29 2.02 -3.60 0.08
H 3.92 1.91 -1.94 0.04
H 5.36 -0.33 -3.50 0.11
H 5.23 -0.22 -1.74 0.09
H 7.18 0.57 -2.43 0.08
C 1.05 4.35 2.88 -0.09
C -0.39 4.03 2.85 -0.26
O -0.42 2.58 2.97 -0.13
H 1.58 4.01 3.77 0.09
H 1.16 5.44 2.94 0.09
H 1.58 3.88 2.06 0.07
H -0.83 4.26 1.88 0.11
H -0.82 4.44 3.77 0.13
H 0.15 2.28 3.68 0.10
C -3.03 -0.84 3.79 -0.05
C -1.94 -0.76 2.79 -0.29
O -2.40 -0.22 1.57 -0.14
H -3.83 -1.44 3.34 0.08
H -3.41 0.13 4.11 0.07
H -2.63 -1.44 4.61 0.09
H -1.44 -1.68 2.50 0.10
H -1.16 -0.09 3.17 0.11
H -1.65 -0.13 0.98 0.05
C 1.84 -1.74 -6.26 -0.06
C 0.69 -0.74 -6.05 -0.40
C 0.91 0.45 -5.04 -0.14
O 0.10 1.68 -5.29 -0.23
C 0.70 2.85 -4.67 -0.09
N 0.43 -0.12 -7.38 0.04
H 1.44 -2.65 -6.71 0.08
H 2.24 -2.12 -5.32 0.07
H 2.69 -1.30 -6.76 0.08
H -0.21 -1.29 -5.80 0.12
H 1.93 0.75 -5.24 0.10
H 0.82 0.21 -3.98 0.10
H 0.59 2.70 -3.60 0.06
H 0.12 3.74 -4.92 0.08
H 1.75 2.94 -4.96 0.09
H 1.36 0.11 -7.70 0.06
H 0.04 0.80 -7.26 0.05
C 4.76 3.95 1.38 -0.07
C 5.75 2.83 1.32 -0.42
C 5.13 1.40 1.13 -0.17
O 6.05 0.40 1.59 -0.17
C 5.52 -0.87 1.72 -0.13
N 6.77 3.01 0.34 0.05
H 3.86 3.70 0.81 0.06
H 4.92 4.95 0.96 0.08
H 4.42 4.24 2.37 0.07
H 6.19 2.90 2.31 0.14
H 4.69 1.17 0.16 0.09
H 4.23 1.27 1.74 0.10
H 4.56 -0.91 2.24 0.06
H 6.17 -1.66 2.10 0.10
H 5.26 -1.21 0.72 0.08
H 6.45 3.22 -0.59 0.07
H 7.38 2.20 0.31 0.07
C -2.25 -2.64 -1.29 -0.05
C -3.72 -2.51 -1.12 -0.45
C -4.44 -3.52 -0.19 -0.20
O -5.85 -3.32 -0.27 -0.20
C -6.64 -4.32 0.48 -0.06
N -3.93 -1.19 -0.62 0.06
H -1.84 -2.65 -0.28 0.05
H -1.88 -1.77 -1.84 0.08
H -1.90 -3.57 -1.73 0.09
H -4.27 -2.54 -2.06 0.14
H -4.05 -3.54 0.83 0.12
H -4.17 -4.48 -0.64 0.12
H -6.38 -5.33 0.16 0.08
H -7.70 -4.25 0.25 0.08
H -6.49 -4.19 1.55 0.08
H -3.21 -0.94 0.04 0.03
H -4.86 -1.23 -0.24 0.05
C -4.06 4.36 1.20 -0.04
C -3.78 3.03 1.96 -0.37
C -5.03 2.16 2.18 -0.13
O -5.40 1.54 0.90 -0.21
C -6.53 0.69 1.04 -0.10
N -2.68 2.36 1.31 0.01
H -4.78 5.10 1.55 0.09
H -4.48 4.18 0.22 0.07
H -3.15 4.92 0.97 0.06
H -3.40 3.19 2.97 0.15
H -5.94 2.71 2.40 0.13
H -4.86 1.43 2.97 0.11
H -6.80 0.30 0.06 0.10
H -7.40 1.19 1.45 0.09
H -6.26 -0.12 1.72 0.09
H -1.87 2.64 1.86 0.03
H -2.73 1.38 1.54 0.04
C 0.60 -5.12 0.26 -0.08
C 0.02 -5.23 1.68 -0.38
C 0.90 -4.37 2.64 -0.18
O 0.86 -2.97 2.43 -0.19
C 1.92 -2.25 2.83 -0.16
N -1.30 -4.63 1.47 0.04
H -0.03 -5.63 -0.47 0.08
H 1.60 -5.55 0.14 0.07
H 0.69 -4.09 -0.09 0.07
H -0.17 -6.27 1.92 0.14
H 1.89 -4.82 2.70 0.12
H 0.55 -4.53 3.66 0.12
H 1.82 -1.22 2.46 0.08
H 2.83 -2.60 2.34 0.08
H 2.20 -2.16 3.88 0.10
H -1.08 -3.66 1.25 0.03
H -1.70 -4.72 2.39 0.07
```